Density functional theory data (ωB97M-V/def2-TZVPD) for 4 unconnected molecules or ions with the total composition C31H58Br2N6O6.

Properties
DFT total energy = -194393.9387 eV
SMILES = [H]/N=C\Cc1ccc2ncc([C@H](Br)[C@@H](C)Br)nc2c1.COCCNCCOC.COCCNCCOC.COCCNCCOC
Kohn-Sham gap = 7.942 eV
total charge = 0

XYZ file:
```
103
Properties=species:S:1:pos:R:3:lowdin_charge:R:1
H -4.5435 -6.1499 3.7981 0.0435
N -3.7265 -6.4458 3.2634 0.0956
C -3.2176 -5.4627 2.6579 -0.2420
C -3.7284 -4.0462 2.7437 -0.1145
C -2.6371 -3.1060 3.2286 -0.2042
C -2.9071 -2.1716 4.2541 -0.0226
C -1.9395 -1.3123 4.7030 -0.0027
C -0.6443 -1.3356 4.1592 -0.2153
N 0.3004 -0.4648 4.6252 0.1561
C 1.4669 -0.5774 4.0628 -0.0766
C 1.7621 -1.5120 3.0434 -0.3564
C 3.1515 -1.4985 2.4688 -0.6641
Br 3.1439 -0.2108 1.0008 0.7851
C 3.7193 -2.8506 2.0297 -0.7704
C 3.6843 -3.8725 3.1643 -0.1220
Br 2.9615 -3.5966 0.3848 0.6540
N 0.8739 -2.3385 2.5805 0.1929
C -0.3658 -2.2603 3.1455 -0.1828
C -1.3750 -3.1306 2.6896 0.0322
H -2.3444 -5.6815 2.0569 0.1001
H -4.5075 -4.0510 3.4994 0.1071
H -4.1051 -3.7101 1.7815 0.1040
H -3.8996 -2.1633 4.6765 0.1105
H -2.1749 -0.6055 5.4824 0.1140
H 2.2510 0.0963 4.3839 0.1122
H 3.8164 -1.1258 3.2405 0.1033
H 4.7533 -2.6761 1.7695 0.0725
H 3.6439 -4.8655 2.7399 0.0565
H 4.6239 -3.8179 3.7061 0.0811
H 2.8564 -3.7252 3.8446 0.0734
H -1.1112 -3.7967 1.8887 0.1146
C -3.5425 -3.3467 -1.2689 -0.1088
O -4.8432 -3.1252 -0.7566 -0.2028
C -5.0952 -1.7976 -0.3088 -0.2220
C -6.0130 -1.0323 -1.2394 -0.2155
N -5.3634 -0.7052 -2.5009 -0.0511
C -6.2456 -0.2242 -3.5645 -0.1968
C -7.4285 -1.0797 -4.0133 -0.2301
O -7.0946 -2.2402 -4.7484 -0.1793
C -6.6473 -3.3425 -3.9840 -0.0996
H -3.3972 -4.4243 -1.3347 0.0908
H -3.4128 -2.9273 -2.2719 0.0763
H -2.7765 -2.9299 -0.6075 0.0825
H -4.1560 -1.2607 -0.1424 0.1244
H -5.5988 -1.8942 0.6578 0.1173
H -6.3144 -0.1036 -0.7444 0.1243
H -6.9150 -1.6420 -1.3763 0.1037
H -4.8529 -1.5090 -2.8368 0.0685
H -5.6173 -0.0524 -4.4413 0.1208
H -6.6336 0.7537 -3.2603 0.1162
H -8.0112 -0.4650 -4.7034 0.1208
H -8.1025 -1.3324 -3.1853 0.1116
H -7.1884 -3.4300 -3.0384 0.0881
H -5.5728 -3.2871 -3.7904 0.0719
H -6.8278 -4.2427 -4.5710 0.0884
C 5.4872 5.9230 1.0878 -0.1131
O 4.5511 6.4937 1.9802 -0.1908
C 3.2247 6.5961 1.4770 -0.2160
C 2.2876 5.5976 2.1249 -0.2156
N 2.5764 4.2308 1.7128 -0.0469
C 1.9242 3.1769 2.4910 -0.2053
C 2.1245 3.1074 4.0027 -0.2229
O 3.4052 2.6761 4.4253 -0.1927
C 4.4269 3.6533 4.3770 -0.0948
H 6.4813 6.1323 1.4802 0.0883
H 5.3784 4.8357 1.0076 0.0744
H 5.4068 6.3630 0.0899 0.0875
H 3.2162 6.5010 0.3869 0.1205
H 2.8754 7.6013 1.7270 0.1213
H 1.2610 5.8456 1.8370 0.1236
H 2.3686 5.7355 3.2105 0.1041
H 3.5748 4.0784 1.7281 0.0683
H 2.2749 2.2305 2.0788 0.0458
H 0.8475 3.2337 2.2966 0.1217
H 1.4347 2.3430 4.3705 0.1042
H 1.8449 4.0386 4.5106 0.1150
H 4.0587 4.6418 4.6620 0.0899
H 4.8877 3.7025 3.3871 0.0739
H 5.2003 3.3543 5.0844 0.0880
C 1.3611 1.3925 -1.5843 -0.1442
O 0.8981 1.8959 -2.8215 -0.1867
C 1.7270 2.8881 -3.4121 -0.2148
C 2.4858 2.3545 -4.6100 -0.2170
N 3.5231 1.4075 -4.2220 -0.0513
C 4.1057 0.6220 -5.3098 -0.1986
C 3.1996 -0.2285 -6.1974 -0.2306
O 2.6631 -1.3843 -5.5850 -0.1801
C 1.5575 -1.1688 -4.7293 -0.0972
H 0.5399 0.8462 -1.1218 0.0893
H 2.1961 0.6938 -1.7110 0.0396
H 1.6656 2.2006 -0.9110 0.0785
H 2.4056 3.3197 -2.6697 0.1217
H 1.0605 3.6832 -3.7573 0.1209
H 2.9530 3.1961 -5.1318 0.1223
H 1.7454 1.9145 -5.2898 0.1028
H 3.1608 0.7769 -3.5212 0.0673
H 4.8394 -0.0493 -4.8575 0.1202
H 4.6641 1.3079 -5.9560 0.1153
H 3.8249 -0.6038 -7.0112 0.1201
H 2.4030 0.3596 -6.6699 0.1113
H 0.8911 -0.3913 -5.1112 0.0885
H 1.8778 -0.9152 -3.7155 0.0725
H 1.0018 -2.1047 -4.6718 0.0873
```


Density functional theory data (ωB97M-V/def2-TZVPD) for 2 unconnected molecules or ions with the total composition C3H4NO3.

Properties
DFT total energy = -10796.1292 eV
ΔE to the lowest compared entry with this formula, charge and spin = 3.9160 eV
Kohn-Sham gap (alpha / beta) = 7.702 / 7.699 eV
total charge = +1

XYZ file:
```
11
Properties=species:S:1:pos:R:3:nbo_charge:R:1
C -2.4854 0.0955 -0.0637 1.0830
C 1.2331 0.0173 0.2486 -0.5093
C 0.2775 -0.8750 -0.2127 0.1636
N 1.1953 1.2384 -0.5393 0.2166
O -3.5908 -0.0359 0.1737 -0.3707
O 1.2311 2.2023 0.0810 -0.1351
O -1.3635 0.2533 -0.3073 -0.5495
H 1.1644 -0.0238 1.3678 0.2521
H 2.2271 -0.2889 -0.0851 0.3502
H 0.1790 -1.0251 -1.2592 0.2438
H -0.0677 -1.5581 0.5960 0.2553
```


Density functional theory data (ωB97M-V/def2-TZVPD) for a molecular structure, C51H39N8O3V.

Properties
DFT total energy = -97276.3767 eV
ΔE to the lowest compared entry with this formula, charge and spin = 0.4370 eV
Kohn-Sham gap (alpha / beta) = 5.921 / 5.872 eV
total charge = 0
expectation value of S² = 2.018
2S+1 = 3

XYZ file:
```
102
Properties=species:S:1:pos:R:3:lowdin_charge:R:1
V -0.4705 0.1164 -0.5508 1.0655
C -4.8072 -5.3976 2.7873 -0.0913
C -5.3572 -4.1330 2.6376 -0.0772
C -4.6233 -3.1214 2.0356 -0.0304
C -3.3336 -3.3632 1.5740 -0.2172
C -2.7898 -4.6348 1.7270 -0.0355
C -3.5205 -5.6467 2.3313 -0.0789
C -2.5489 -2.2723 0.9241 -0.0678
C -2.0520 -1.2702 1.7348 -0.2262
C -2.2342 -1.1908 3.1629 0.0157
C -1.7351 -0.0002 3.5572 0.0182
C -1.2370 0.6607 2.3741 -0.2242
C -0.8063 1.9875 2.3191 -0.0663
C -0.7228 2.7388 3.6040 -0.1933
C -1.5188 3.8578 3.8347 -0.0350
C -1.4460 4.5420 5.0389 -0.0766
C -0.5744 4.1173 6.0311 -0.0905
C 0.2257 3.0055 5.8098 -0.0750
C 0.1497 2.3218 4.6057 -0.0379
C -0.4167 2.6442 1.1535 -0.2149
N -0.3294 2.0897 -0.0971 0.0389
C 0.3397 3.0052 -0.8851 -0.2002
C 0.7870 2.8128 -2.1784 -0.0553
C 1.7140 3.8334 -2.7537 -0.2230
C 1.2437 4.9299 -3.4653 -0.0356
C 2.1330 5.8633 -3.9810 -0.0839
C 3.4967 5.7012 -3.7885 -0.0939
C 3.9697 4.6030 -3.0826 -0.0728
C 3.0835 3.6702 -2.5660 -0.0090
C 0.5186 1.6834 -2.9647 -0.2110
C 0.9321 1.5105 -4.3351 0.0270
C 0.4373 0.3186 -4.7423 0.0231
C -0.2755 -0.2393 -3.6192 -0.2190
N -0.2027 0.6163 -2.5590 0.0470
C -0.9572 -1.4476 -3.6059 -0.0613
C -1.6422 -1.9690 -2.5053 -0.2281
C -2.4049 -3.1759 -2.5446 0.0086
C -2.8738 -3.3931 -1.2888 0.0069
C -2.3843 -2.3288 -0.4690 -0.2296
N -1.6658 -1.4471 -1.2308 0.0356
C -0.9380 -2.2618 -4.8567 -0.2187
C -0.1156 -3.3792 -4.9556 -0.0281
C -0.1152 -4.1526 -6.1063 -0.0760
C -0.9433 -3.8192 -7.1689 -0.0903
C -1.7644 -2.7051 -7.0784 -0.0771
C -1.7602 -1.9295 -5.9279 -0.0295
C 0.5968 4.1961 -0.1180 0.0259
C 0.1271 3.9809 1.1238 0.0112
N -1.3982 -0.1481 1.2938 0.0464
H -5.3787 -6.1861 3.2585 0.1001
H -6.3614 -3.9329 2.9877 0.1026
H -5.0496 -2.1332 1.9161 0.1242
H -1.7851 -4.8250 1.3694 0.1190
H -3.0849 -6.6306 2.4460 0.1017
H -2.6931 -1.9515 3.7714 0.1156
H -1.7197 0.4082 4.5531 0.1125
H -2.2039 4.1860 3.0632 0.1230
H -2.0774 5.4050 5.2044 0.1025
H -0.5243 4.6459 6.9740 0.0998
H 0.9118 2.6689 6.5770 0.1026
H 0.7733 1.4542 4.4323 0.1027
H 0.1778 5.0495 -3.6156 0.1208
H 1.7592 6.7159 -4.5330 0.1002
H 4.1904 6.4279 -4.1904 0.0985
H 5.0333 4.4724 -2.9323 0.1028
H 3.4382 2.8077 -2.0150 0.1292
H 1.5195 2.2172 -4.8968 0.1165
H 0.5353 -0.1491 -5.7075 0.1146
H -2.5693 -3.7739 -3.4251 0.1164
H -3.4956 -4.2025 -0.9459 0.1138
H 0.5259 -3.6379 -4.1220 0.1126
H 0.5310 -5.0181 -6.1726 0.1026
H -0.9500 -4.4274 -8.0637 0.1004
H -2.4132 -2.4397 -7.9029 0.1027
H -2.4006 -1.0597 -5.8528 0.1240
H 1.1077 5.0674 -0.4915 0.1208
H 0.1774 4.6464 1.9679 0.1149
N 1.2694 -3.3663 -0.4071 0.0153
C 2.3142 -2.6928 -1.1773 -0.1668
C 2.2369 -1.1745 -1.0861 -0.5792
O 3.1343 -0.4505 -1.4449 0.0863
O 1.0941 -0.7667 -0.5933 -0.1840
H 1.3255 -4.3671 -0.5558 0.0750
H 0.3559 -3.0655 -0.7359 0.0520
H 2.2834 -2.9212 -2.2521 0.1119
H 3.2976 -2.9929 -0.8129 0.1208
C 3.8668 2.5268 3.8781 -0.0171
N 3.2330 1.2455 3.6162 -0.0585
C 3.2780 0.2336 4.5096 -0.0765
C 2.6811 -0.9509 4.2626 -0.0128
C 2.0135 -1.0684 2.9970 -0.3809
N 1.9286 -0.0857 2.1333 0.2081
C 2.5399 1.1070 2.3868 -0.4956
O 2.5136 2.0675 1.6416 0.0707
N 1.4259 -2.2390 2.6583 0.1754
H 4.5169 2.4245 4.7450 0.0871
H 3.1122 3.2923 4.0653 0.0911
H 4.4449 2.8300 3.0087 0.0945
H 3.8227 0.4291 5.4248 0.1278
H 2.7263 -1.7625 4.9714 0.1013
H 1.6279 -3.0601 3.1994 0.0991
H 1.1938 -2.3770 1.6781 0.0683
```